(1)
ORCA calculation (the ωB97M-V functional and the def2-TZVPD basis) on a cluster of 4 separate species, C23H41BClN3O12P3 in total at a distorted geometry.

Geometry (Å):
1 C -2.452 -3.191 -4.141
2 C -2.249 -2.339 -3.239
3 C -1.745 -1.267 -2.204
4 P -1.053 -2.023 -0.512
5 C 0.189 -3.117 -1.519
6 P -0.145 -2.902 1.289
7 C 0.303 -4.727 1.101
8 C -1.226 -2.786 2.827
9 P -2.742 -3.420 -0.739
10 N -4.305 -2.541 -0.727
11 O -2.875 -4.467 0.628
12 O -1.975 -0.912 0.512
13 C -1.292 0.331 0.792
14 Cl -0.595 0.531 2.513
15 C -2.419 1.504 0.788
16 C -2.875 2.009 2.067
17 C -0.097 0.516 -0.293
18 C -0.345 1.662 -1.411
19 O 0.936 1.920 -2.107
20 N 0.615 2.612 -3.240
21 O 1.502 3.343 -3.556
22 B 1.393 0.983 0.280
23 N 2.584 0.089 0.026
24 O 1.628 2.216 0.970
25 O 0.200 -0.806 -0.758
26 H -2.546 -4.182 -4.678
27 H -2.562 -0.501 -2.004
28 H -0.869 -0.715 -2.689
29 H 1.177 -3.025 -0.941
30 H -0.162 -4.187 -1.636
31 H 0.427 -2.654 -2.542
32 H -0.411 -5.346 0.476
33 H 0.496 -5.150 2.142
34 H 1.318 -4.759 0.565
35 H -1.362 -3.857 3.227
36 H -2.274 -2.380 2.672
37 H -0.701 -2.222 3.670
38 H -4.153 -1.525 -0.761
39 H -4.694 -2.768 -1.662
40 H -3.612 -4.149 1.200
41 H -2.824 1.947 -0.185
42 H -3.684 1.528 2.697
43 H -2.367 2.938 2.509
44 H -1.091 1.356 -2.206
45 H -0.655 2.653 -0.953
46 H 3.044 -0.126 0.929
47 H 3.257 0.720 -0.449
48 H 0.892 2.824 0.738
49 O 5.594 1.633 1.942
50 C 5.520 2.829 2.001
51 O 6.188 3.589 2.916
52 C 5.792 4.958 2.778
53 C 5.254 5.078 1.369
54 C 4.659 3.705 1.129
55 H 5.032 5.178 3.533
56 H 6.653 5.607 2.944
57 H 4.540 5.894 1.249
58 H 6.080 5.248 0.671
59 H 3.624 3.643 1.473
60 H 4.734 3.412 0.083
61 O -3.823 -2.274 3.608
62 C -4.328 -1.690 4.525
63 O -4.104 -1.989 5.836
64 C -4.944 -1.174 6.660
65 C -5.300 0.024 5.808
66 C -5.324 -0.565 4.411
67 H -5.825 -1.758 6.945
68 H -4.403 -0.887 7.563
69 H -6.238 0.498 6.101
70 H -4.507 0.775 5.875
71 H -6.303 -0.981 4.161
72 H -5.012 0.161 3.663
73 O 4.433 -0.695 -8.189
74 C 3.920 -0.096 -7.281
75 O 4.123 -0.388 -5.969
76 C 3.280 0.444 -5.158
77 C 2.951 1.639 -6.024
78 C 2.939 1.040 -7.416
79 H 2.389 -0.128 -4.881
80 H 3.811 0.730 -4.249
81 H 2.016 2.126 -5.748
82 H 3.752 2.381 -5.951
83 H 1.959 0.635 -7.677
84 H 3.270 1.757 -8.166

Properties
Charge: -1
Largest force on an atom in eV/A: 4.0
LUMO energy in Eh: 0.0440

Here are the Mulliken charges for atoms 1 to 2, given in e: -0.318, -0.542



(2)
ORCA calculation (the ωB97M-V functional and the def2-TZVPD basis) on the molecule C4H6N2O2S2 at a distorted geometry.

Geometry (Å):
1 C -2.354 -1.496 0.626
2 C -1.607 -2.480 0.207
3 C -0.692 0.113 0.533
4 C 0.349 1.862 -1.079
5 N -1.854 -0.253 0.812
6 N -0.788 -3.367 0.163
7 O -4.244 0.424 0.048
8 O -2.434 1.496 -1.062
9 S -0.205 1.778 0.714
10 S -3.072 1.251 0.198
11 H -3.477 -1.468 0.639
12 H 0.081 -0.431 0.012
13 H -0.615 1.717 -1.620
14 H 0.964 0.926 -1.164
15 H 0.595 2.912 -1.272
16 H -0.478 -3.789 -0.699

Properties
Charge: 0
Largest force on an atom in eV/A: 2.9
LUMO energy in Eh: -0.0200

Here are the Mulliken charges for atoms 1 to 2, given in e: -0.304, 0.475



(3)
ORCA calculation (the ωB97M-V functional and the def2-TZVPD basis) on a cluster of 2 separate species, C6H8N2O2 in total at a distorted geometry.

Geometry (Å):
1 O 1.551 -2.438 0.019
2 C 0.565 -1.676 0.240
3 C -0.441 -1.715 1.251
4 C -1.560 -0.961 1.117
5 N -1.658 -0.118 0.062
6 C -0.883 0.102 -0.989
7 O -1.051 1.006 -1.797
8 N 0.290 -0.656 -0.824
9 H -0.304 -2.623 1.959
10 H -2.555 -1.102 1.681
11 H -2.857 0.014 -0.056
12 H 0.894 -0.557 -1.667
13 C 2.007 2.517 0.702
14 C 1.016 3.315 0.302
15 H 3.001 2.849 0.507
16 H 1.908 1.590 1.196
17 H 1.242 4.245 -0.288
18 H 0.020 2.970 0.491

Properties
Charge: 0
Largest force on an atom in eV/A: 9.6
SMILES: O=c1cc[nH]c(=O)[nH]1.C=C
LUMO energy in Eh: 0.0000

Here are the Mulliken charges for atoms 1 to 2, given in e: -0.622, 0.574



(4)
ORCA calculation (the ωB97M-V functional and the def2-TZVPD basis) on a structure of composition C38H33N11S2V at a distorted geometry.

Geometry (Å):
1 V 0.433 -0.003 -0.120
2 N 2.244 3.624 -1.820
3 C 1.672 2.373 -1.716
4 S -0.043 2.272 -1.555
5 N 2.507 1.363 -1.742
6 N 1.808 0.189 -1.540
7 C 2.086 -0.819 -2.303
8 C 3.222 -0.867 -3.248
9 C 3.019 -1.160 -4.594
10 C 4.090 -1.223 -5.473
11 C 5.377 -0.999 -5.010
12 C 5.587 -0.702 -3.670
13 C 4.517 -0.628 -2.795
14 C 1.176 -1.955 -2.138
15 C 1.345 -3.179 -2.786
16 C 0.410 -4.175 -2.602
17 C -0.682 -3.926 -1.778
18 C -0.773 -2.701 -1.150
19 N 0.134 -1.731 -1.305
20 H 1.628 4.344 -2.157
21 H 3.175 3.624 -2.208
22 H 2.012 -1.323 -4.958
23 H 3.916 -1.444 -6.517
24 H 6.216 -1.052 -5.692
25 H 6.590 -0.522 -3.306
26 H 4.675 -0.378 -1.755
27 H 2.211 -3.337 -3.410
28 H 0.529 -5.132 -3.092
29 H -1.448 -4.668 -1.610
30 H -1.601 -2.458 -0.496
31 C -4.781 -0.487 3.375
32 N -4.927 0.011 2.023
33 C -5.954 0.798 1.567
34 C -5.714 1.057 0.271
35 N -4.526 0.417 -0.081
36 C -4.031 -0.251 1.028
37 S -2.694 -1.201 1.301
38 C -3.949 0.546 -1.381
39 C -4.514 1.445 -2.289
40 C -3.938 1.550 -3.539
41 C -2.835 0.772 -3.847
42 C -2.358 -0.081 -2.871
43 N -2.903 -0.202 -1.661
44 H -5.549 -0.023 3.989
45 H -3.789 -0.237 3.748
46 H -4.886 -1.571 3.394
47 H -6.770 1.097 2.197
48 H -6.306 1.620 -0.420
49 H -5.362 2.065 -2.048
50 H -4.347 2.244 -4.261
51 H -2.341 0.836 -4.805
52 H -1.489 -0.698 -3.059
53 N -1.191 3.952 2.572
54 C -2.559 3.894 2.472
55 C -2.827 2.725 1.825
56 N -1.666 2.061 1.529
57 C -0.702 2.828 1.971
58 C 0.714 2.526 1.865
59 N 1.230 1.526 1.185
60 C 2.586 1.566 1.414
61 C 2.890 2.620 2.212
62 N 1.689 3.227 2.500
63 H -0.673 4.703 2.989
64 H -3.193 4.670 2.860
65 H -3.791 2.336 1.554
66 H 3.239 0.833 0.975
67 H 3.823 2.982 2.600
68 H 1.570 4.035 3.082
69 C 0.629 -1.228 5.473
70 C -0.109 -0.418 4.584
71 C 0.146 -0.466 3.242
72 C 1.144 -1.312 2.690
73 C 1.403 -1.312 1.275
74 C 2.447 -2.121 0.881
75 C 3.204 -2.925 1.765
76 C 2.931 -2.927 3.100
77 C 1.890 -2.105 3.597
78 C 1.602 -2.051 4.984
79 H 0.425 -1.195 6.536
80 H -0.887 0.234 4.963
81 H -0.450 0.150 2.577
82 H 2.731 -2.170 -0.169
83 H 4.005 -3.540 1.372
84 H 3.500 -3.537 3.792
85 H 2.181 -2.676 5.654

Properties
Charge: 0
Largest force on an atom in eV/A: 1.3
2S+1: 4
Expectation value of S²: 3.780
LUMO energy (alpha / beta) in Eh: 0.0112 / 0.0046

Here are the Mulliken charges for atoms 1 to 2, given in e: -0.063, -0.500



(5)
ORCA calculation (the ωB97M-V functional and the def2-TZVPD basis) on a structure of composition C17H21O5PRuS6.

Geometry (Å):
1 Ru 0.107 -0.183 -0.100
2 C -4.338 1.186 0.714
3 C -2.853 1.406 0.527
4 O -2.165 0.413 0.308
5 C -2.292 2.745 0.608
6 C -3.123 3.852 0.872
7 C -2.629 5.129 0.956
8 C -1.247 5.323 0.769
9 C -0.412 4.270 0.510
10 C -0.898 2.934 0.418
11 O -0.052 1.993 0.169
12 H -4.538 0.124 0.598
13 H -4.910 1.749 -0.026
14 H -4.657 1.517 1.705
15 H -4.184 3.689 1.013
16 H -3.284 5.966 1.160
17 H -0.836 6.324 0.831
18 H 0.652 4.411 0.365
19 O 7.098 -1.377 -1.092
20 C 5.926 -1.151 -0.942
21 S 5.277 0.450 -0.554
22 C 3.587 -0.004 -0.488
23 C 3.300 -1.349 -0.741
24 S 1.754 -2.007 -0.735
25 S 4.665 -2.389 -1.076
26 S 2.426 1.151 -0.156
27 C 0.650 -4.665 1.886
28 C -0.068 -5.572 0.906
29 C 0.635 -5.695 -0.430
30 O -1.449 -5.159 0.785
31 P -2.116 -4.121 -0.244
32 S -2.260 -4.751 -2.069
33 S -1.280 -2.301 -0.002
34 O -3.576 -4.049 0.415
35 C -3.983 -3.983 1.797
36 C -3.138 -3.066 2.661
37 C -4.092 -5.387 2.364
38 H 1.650 -5.060 2.086
39 H 0.102 -4.613 2.828
40 H 0.749 -3.658 1.479
41 H -0.155 -6.568 1.345
42 H 0.735 -4.726 -0.919
43 H 0.089 -6.359 -1.099
44 H 1.638 -6.096 -0.257
45 H -4.985 -3.558 1.725
46 H -2.113 -3.430 2.739
47 H -3.574 -3.038 3.664
48 H -3.104 -2.056 2.256
49 H -3.102 -5.825 2.493
50 H -4.666 -6.022 1.688
51 H -4.597 -5.353 3.332

Properties
Charge: -1
Largest force on an atom in eV/A: 0.6
2S+1: 6
Expectation value of S²: 8.775
LUMO energy (alpha / beta) in Eh: 0.0950 / 0.0296

Here are the Mulliken charges for atoms 1 to 2, given in e: 0.483, -1.455



(6)
ORCA calculation (the ωB97M-V functional and the def2-TZVPD basis) on a structure of composition C54H42Cl2F3N3NaO2SSbSeTe at a distorted geometry.

Geometry (Å):
1 Na -0.797 1.073 -0.499
2 C 0.809 4.621 5.992
3 C 0.292 4.023 4.712
4 C -0.031 4.815 3.613
5 C -0.462 4.273 2.420
6 C -0.866 5.211 1.330
7 O -1.782 5.996 1.501
8 C -0.050 5.266 0.078
9 C -0.329 6.264 -0.854
10 C 0.414 6.351 -2.018
11 C 1.438 5.440 -2.254
12 C 1.719 4.449 -1.328
13 C 0.974 4.358 -0.161
14 C -0.600 2.860 2.229
15 O -0.977 2.361 1.119
16 C -0.338 2.048 3.399
17 C 0.105 2.656 4.576
18 C -0.618 0.603 3.419
19 N -0.906 -0.097 2.392
20 C -1.331 -1.468 2.604
21 C -2.020 -2.040 1.379
22 Te -3.339 -0.698 0.353
23 C -4.084 0.221 2.119
24 C -3.835 1.571 2.353
25 C -4.365 2.197 3.475
26 C -5.131 1.476 4.382
27 C -5.364 0.124 4.164
28 C -4.852 -0.496 3.031
29 C -0.613 -0.051 4.778
30 C -1.724 0.054 5.610
31 C -1.750 -0.609 6.828
32 C -0.663 -1.375 7.229
33 C 0.446 -1.481 6.403
34 C 0.469 -0.826 5.178
35 H 0.715 5.710 5.976
36 H 1.868 4.396 6.157
37 H 0.263 4.258 6.868
38 H 0.048 5.896 3.697
39 H -1.144 6.945 -0.648
40 H 0.185 7.119 -2.749
41 H 2.005 5.491 -3.177
42 H 2.486 3.708 -1.517
43 H 1.174 3.554 0.536
44 H 0.312 2.033 5.439
45 H -2.006 -1.563 3.463
46 H -0.463 -2.099 2.822
47 H -2.586 -2.935 1.635
48 H -1.287 -2.308 0.612
49 H -3.193 2.121 1.674
50 H -4.154 3.247 3.641
51 H -5.538 1.962 5.261
52 H -5.953 -0.450 4.871
53 H -5.059 -1.547 2.854
54 H -2.566 0.653 5.286
55 H -2.624 -0.527 7.464
56 H -0.683 -1.892 8.181
57 H 1.295 -2.082 6.707
58 H 1.326 -0.920 4.521
59 S 2.198 0.824 -0.836
60 C 1.628 1.470 -2.351
61 C 2.515 1.783 -3.400
62 C 2.040 2.325 -4.572
63 C 0.677 2.565 -4.712
64 C -0.146 2.207 -3.656
65 N 0.306 1.673 -2.521
66 H 3.574 1.600 -3.260
67 H 2.729 2.561 -5.377
68 H 0.249 2.983 -5.613
69 H -1.225 2.320 -3.727
70 F -1.694 -7.765 -3.515
71 C -1.185 -6.517 -3.336
72 C -0.245 -6.053 -4.233
73 C 0.276 -4.781 -4.035
74 C -0.132 -3.982 -2.968
75 C -1.093 -4.491 -2.102
76 C -1.628 -5.764 -2.270
77 Sb 0.685 -2.022 -2.560
78 C 2.664 -2.870 -2.293
79 C 2.824 -4.204 -1.924
80 C 4.072 -4.743 -1.624
81 C 5.171 -3.918 -1.710
82 F 6.399 -4.432 -1.428
83 C 5.068 -2.590 -2.068
84 C 3.809 -2.075 -2.349
85 C 1.016 -1.467 -4.621
86 C -0.008 -0.816 -5.308
87 C 0.138 -0.446 -6.638
88 C 1.330 -0.724 -7.269
89 F 1.485 -0.360 -8.571
90 C 2.375 -1.356 -6.630
91 C 2.202 -1.727 -5.301
92 H 0.061 -6.677 -5.064
93 H 1.017 -4.406 -4.734
94 H -1.464 -3.879 -1.285
95 H -2.384 -6.159 -1.602
96 H 1.962 -4.859 -1.865
97 H 4.194 -5.780 -1.337
98 H 5.954 -1.969 -2.104
99 H 3.725 -1.021 -2.578
100 H -0.943 -0.597 -4.805
101 H -0.657 0.064 -7.167
102 H 3.300 -1.552 -7.158
103 H 3.022 -2.230 -4.801
104 Cl 1.768 -2.340 1.065
105 C 1.842 -4.045 1.468
106 Cl 1.581 -4.369 3.205
107 H 2.823 -4.429 1.216
108 H 1.069 -4.578 0.926
109 Se -2.878 -1.722 -3.219
110 C -3.096 0.121 -3.243
111 N -3.232 1.275 -3.262

Properties
Charge: -2
Largest force on an atom in eV/A: 1.2
LUMO energy in Eh: 0.1301

Here are the Mulliken charges for atoms 1 to 2, given in e: 1.366, -1.730



(7)
ORCA calculation (the ωB97M-V functional and the def2-TZVPD basis) on a structure of composition C6H16N2O at a distorted geometry.

Geometry (Å):
1 C 1.169 0.938 0.268
2 C -0.221 1.282 1.691
3 C 2.113 -0.257 0.065
4 C 0.796 1.605 -1.054
5 O -1.463 0.971 1.460
6 H -1.475 -0.209 0.808
7 H 1.763 1.658 0.836
8 H 0.299 0.728 2.489
9 H -0.005 2.356 1.679
10 H 2.363 -0.731 1.019
11 H 3.051 0.066 -0.401
12 H 1.688 -1.023 -0.591
13 H 1.684 1.976 -1.579
14 H 0.296 0.911 -1.731
15 H 0.129 2.454 -0.893
16 N -0.897 -1.067 0.178
17 N -0.490 -2.221 0.925
18 C -1.442 -1.380 -1.097
19 C -2.282 -0.570 -1.728
20 H -0.062 -0.322 0.166
21 H 0.446 -2.064 1.286
22 H -1.120 -2.327 1.715
23 H -1.100 -2.323 -1.500
24 H -2.650 -0.827 -2.709
25 H -2.592 0.374 -1.302

Properties
Charge: 0
Largest force on an atom in eV/A: 2.0
LUMO energy in Eh: 0.0322

Here are the Mulliken charges for atoms 1 to 2, given in e: -0.064, -0.319



(8)
ORCA calculation (the ωB97M-V functional and the def2-TZVPD basis) on the molecule C4H5N3.

Geometry (Å):
1 N -0.750 2.226 -0.096
2 C -0.280 0.925 -0.032
3 N 1.026 0.716 0.189
4 C 1.394 -0.567 0.307
5 C 0.521 -1.647 0.195
6 C -0.800 -1.300 -0.073
7 N -1.210 -0.039 -0.181
8 H -1.591 2.311 -0.647
9 H -0.091 2.973 -0.278
10 H 2.452 -0.747 0.506
11 H 0.829 -2.687 0.304
12 H -1.565 -2.069 -0.210

Properties
Charge: 0
Largest force on an atom in eV/A: 0.5
SMILES: Nc1ncccn1
LUMO energy in Eh: 0.0347

Here are the Mulliken charges for atoms 1 to 2, given in e: -0.436, 0.495



no.,total energy (eV),molar mass (u)
1,-94613.1874,690.78
2,-32987.1409,178.24
3,-13425.0139,140.14
4,-103692.3740,758.84
5,-105093.2675,629.80
6,-192875.4261,1276.23
7,-11504.6084,132.21
8,-8699.7471,95.10